A structure of composition C6H16B2Br4Na3O6 at a distorted geometry, computed with wB97M-V/def2-TZVPD.

## Properties
**LUMO**: 4.60 eV
**Net charge**: -3
**HOMO level**: 0.109 Eh
**Energy**: -11522.27258 Ha

Atoms and positions in Å:
Na  -1.629600  0.603862  -0.409269
Na  0.244330  -0.222091  2.418134
Na  -0.771853  -2.851544  -0.178649
C  -2.507931  0.373570  3.015862
O  -1.868267  0.976477  2.019016
O  -1.858683  -0.471251  3.749336
O  -3.731495  0.648619  3.225281
C  -3.539233  -1.826915  -0.154893
O  -4.605287  -1.109707  -0.113440
O  -2.645972  -1.539407  -1.087897
O  -3.319469  -2.813095  0.629696
B  0.126321  -3.131944  2.426640
H  1.320743  -2.846995  2.290290
H  -0.018070  -4.280432  2.012381
H  -0.166046  -3.080187  3.598913
H  -0.515833  -2.373817  1.791180
B  0.672725  -0.461518  -0.132827
H  0.825925  -0.971342  -1.205862
H  1.431916  -0.899020  0.651957
H  0.741056  0.724316  -0.058196
H  -0.325815  -0.797785  0.297724
Br  1.917270  -2.640670  -2.893962
C  2.679319  -0.890185  -3.175072
C  2.724273  -0.511514  -4.617998
Br  3.997672  -1.536209  -5.676416
H  3.616772  -0.801536  -2.635407
H  1.962946  -0.254590  -2.643339
H  3.035181  0.529424  -4.712581
H  1.756156  -0.612995  -5.096393
Br  -0.713362  6.245096  0.676862
C  -0.554094  4.359286  1.254557
C  0.501032  3.637118  0.445266
Br  2.306341  4.147456  0.894869
H  -1.525079  3.912060  1.071978
H  -0.256253  4.393465  2.294117
H  0.364433  3.789064  -0.621737
H  0.327923  2.584932  0.649876

Force components x, y, z for each atom (eV/Å):
-1.3 -0.9 0.9
-1.5 -0.6 0.4
-1.4 0.3 0.4
-1.4 -0.3 1.0
1.5 0.6 -1.1
0.8 0.7 -0.4
0.7 0.3 0.0
-1.7 0.3 0.3
0.6 -0.4 -0.2
1.8 0.4 -0.6
0.5 -0.2 -0.5
0.8 -0.5 0.3
0.4 0.1 0.0
0.0 -0.2 -0.2
-0.1 0.0 0.1
-0.4 0.4 0.0
1.0 -0.1 -0.3
0.0 0.3 -0.3
1.1 -0.3 0.3
0.1 1.0 -0.5
-1.4 -0.3 0.4
0.4 -0.4 -0.3
-0.6 0.1 0.6
0.0 0.5 0.0
0.1 -0.1 -0.1
0.2 -0.2 -0.2
0.1 0.1 -0.1
0.1 -0.1 0.0
0.0 -0.2 0.0
0.0 0.0 0.1
0.7 0.3 -0.5
-1.1 0.0 0.0
0.1 0.0 0.0
-0.1 -0.1 0.4
-0.4 -0.1 0.1
0.2 0.1 0.0
0.5 -0.3 0.2

Here are the natural (NBO) charges for atoms 1 to 6, given in e: 0.933 0.921 0.924 0.943 -1.070 -0.912